# C5H13N2

2 unconnected molecules or ions with the total composition C5H13N2 (ωB97M-V/def2-TZVPD, the Open Molecules 2025 dataset).

E_tot: -307.523909 Eh
LUMO: -3.6 eV
charge: +1
HOMO-LUMO gap: 9.094 eV
strongest force on any atom: 0.5 eV Å⁻¹

The geometry in XYZ format:
```
20
C5H13N2 (ωB97M-V/def2-TZVPD)
C 1.23 0.76 0.38
C 2.05 1.06 -0.63
N 1.80 0.86 -1.94
N 1.62 1.14 1.75
H 0.35 0.13 0.32
H 2.98 1.59 -0.44
H 2.60 0.79 -2.55
H 1.04 0.23 -2.18
H 1.80 0.33 2.34
H 0.90 1.69 2.21
H 2.47 1.71 1.73
C -2.12 -0.57 0.86
C -1.64 -1.44 -0.27
C -2.36 -1.71 -1.34
H -1.78 0.46 0.75
H -3.20 -0.56 0.90
H -1.75 -0.94 1.83
H -0.64 -1.86 -0.18
H -1.97 -2.34 -2.13
H -3.37 -1.31 -1.43
```

Atomic partial charges in e from the Löwdin method, atoms 1 to 5:
1. C -0.10
2. C -0.18
3. N 0.11
4. N 0.19
5. H 0.08